(1)
Here is C30H48CoP2S as an isolated structure at a distorted geometry from the Open Molecules 2025 dataset. Energies are from the ωB97M-V functional and the def2-TZVPD basis.

Positions of all 82 atoms, in Å:
Co  -2.4228  0.5443  -1.5228
C  1.4836  2.7109  1.0013
C  0.5808  2.4657  2.0677
C  2.3070  0.9233  2.2093
C  2.5749  1.7925  1.1166
C  1.0588  1.3251  2.7789
C  1.4260  3.8063  0.0063
H  0.4311  4.2588  -0.0117
H  1.6717  3.4661  -1.0129
H  2.1447  4.6080  0.2402
C  3.8419  1.8898  0.3665
H  3.6718  2.2731  -0.6505
H  4.3670  0.9285  0.2825
H  4.5249  2.5993  0.8770
C  3.2514  -0.0807  2.7546
H  4.0858  0.4191  3.2848
H  3.7024  -0.6966  1.9577
H  2.7632  -0.7446  3.4833
C  0.4417  0.7779  4.0123
H  0.8178  1.3142  4.9075
H  0.6743  -0.2878  4.1746
H  -0.6536  0.9045  3.9919
C  -0.6220  3.2535  2.4392
H  -0.4613  3.9404  3.2979
H  -1.4512  2.5878  2.7352
H  -0.9669  3.8893  1.6126
C  -2.6988  -0.0097  -3.2695
C  -2.9501  1.3866  -3.0584
C  -4.3278  1.8818  -2.6538
C  -4.9646  1.1338  -1.4261
C  -3.9664  0.4268  -0.5469
C  -3.4875  -0.8938  -0.7880
C  -3.9772  -1.7702  -1.8852
C  -3.7840  -1.0854  -3.2634
H  -5.0305  1.8304  -3.4981
H  -5.7474  0.4365  -1.7442
H  -4.2538  2.9324  -2.3499
H  -4.7262  -0.6519  -3.5961
H  -1.7666  -0.2930  -3.7916
H  -2.2475  2.1167  -3.4770
H  -3.4934  -1.8406  -3.9986
H  -3.4430  -2.7257  -1.8598
H  -3.2734  -1.3995  0.1411
H  -5.0257  -2.0818  -1.7508
H  -5.4968  1.8585  -0.7973
H  -3.9369  0.6827  0.5186
P  0.0631  0.3505  -1.2209
P  -0.1037  -1.1722  1.2125
C  -0.4067  -1.4046  -1.6248
C  -0.4243  -2.2150  -0.3280
H  0.3862  -1.6662  -2.3195
H  -1.3741  -1.5204  -2.1573
H  -1.3892  -2.7178  -0.1913
H  0.3709  -2.9633  -0.3741
C  0.6656  -2.4670  2.1923
H  0.9101  -2.0553  3.1734
H  1.5647  -2.7880  1.6613
H  -0.0643  -3.2842  2.2824
C  -1.7332  -1.1765  2.1130
H  -2.2420  -2.1379  1.9543
H  -2.3640  -0.3431  1.7738
H  -1.5343  -1.0475  3.1860
C  0.5324  1.1539  -2.8113
H  0.9301  2.1747  -2.6229
H  -0.3185  1.2782  -3.5166
H  1.3221  0.5732  -3.3092
C  -1.7497  2.2843  -0.7548
H  -1.5928  2.0632  0.3122
H  -2.5450  3.0449  -0.9489
H  -0.7736  2.6650  -1.1750
S  2.6822  -0.8412  -1.2693
C  3.5081  -2.1162  -0.5294
C  4.8350  -1.8780  -0.0496
C  5.5681  -2.8932  0.5357
C  5.0281  -4.1805  0.6747
C  3.7418  -4.4417  0.1814
C  3.0032  -3.4442  -0.4446
H  5.2647  -0.8833  -0.2315
H  6.5916  -2.6750  0.8706
H  5.6137  -4.9672  1.1347
H  3.3214  -5.4433  0.2621
H  2.0666  -3.6684  -0.9465

Output
Kohn-Sham gap (spin up / spin down) = 5.2 / 4.5 eV
maximum force = 6.99 eV/A
HOMO (spin up / spin down) = -9.37 / -9.41 eV
total energy = -98914.843 eV
expectation value of S² = 6.040
total charge = +1
spin multiplicity = 5
lowest unoccupied orbital energy (spin up / spin down) = -4.17 / -4.92 eV



(2)
Here is a 14-piece molecular cluster, C36H80F12O18S10 overall at a distorted geometry from the Open Molecules 2025 dataset. Energies are from the ωB97M-V functional and the def2-TZVPD basis.

Positions of all 156 atoms, in Å:
C  1.3053  -3.5381  -4.2158
S  -0.2208  -2.9865  -4.8879
O  -1.3709  -3.6969  -4.2598
C  -0.1885  -1.3762  -4.1652
H  1.4206  -3.2142  -3.2014
H  2.1005  -3.1394  -4.7684
H  1.2486  -4.6340  -4.2253
H  -0.6080  -1.6274  -3.2070
H  -0.7853  -0.6161  -4.7190
H  0.8659  -1.0777  -4.0892
C  -4.6402  -1.9837  -5.3993
S  -4.8659  -2.0829  -3.5794
O  -6.2734  -1.8459  -3.3165
C  -4.6551  -3.8930  -3.6017
H  -5.5489  -2.3939  -5.8749
H  -3.7481  -2.6151  -5.5854
H  -4.4682  -0.8991  -5.6494
H  -5.5486  -4.2127  -4.1217
H  -4.6862  -4.2931  -2.5617
H  -3.7887  -4.1840  -4.1733
C  -2.7958  5.9422  2.0298
S  -1.8158  4.4768  2.3995
O  -1.4247  3.7972  1.1287
C  -0.3136  5.2429  2.9588
H  -2.2710  6.7103  1.4781
H  -3.1895  6.3306  2.9161
H  -3.6854  5.5744  1.5183
H  -0.6363  6.0017  3.6359
H  0.0590  5.5856  1.9736
H  0.3337  4.5013  3.4075
C  5.0483  4.1317  0.0507
S  4.2959  5.6044  0.5973
O  4.5999  6.6398  -0.4487
C  2.5882  5.2240  0.3935
H  4.4089  3.3031  0.4158
H  6.0025  4.0558  0.5648
H  5.1035  4.0549  -1.0282
H  2.2683  4.9745  -0.6734
H  2.1386  6.1947  0.5752
H  2.2290  4.5121  1.1200
C  3.9968  -4.4138  -0.0266
S  2.5523  -3.2471  -0.0985
O  1.5555  -3.5723  -1.1568
C  1.6493  -3.8378  1.4031
H  4.8262  -3.9015  -0.4958
H  3.7899  -5.3430  -0.6046
H  4.2278  -4.6874  1.0406
H  1.9961  -3.2730  2.2914
H  1.7136  -4.9175  1.4667
H  0.6745  -3.5413  1.2143
C  6.9213  0.9450  -0.9709
S  5.7025  -0.4175  -0.6520
O  6.1824  -1.7532  -0.9692
C  4.6772  0.0140  -2.0785
H  7.7477  0.9085  -0.2219
H  6.3639  1.8818  -1.0945
H  7.3024  0.7363  -1.9771
H  5.2662  -0.3753  -2.9349
H  4.4948  1.0818  -2.1636
H  3.7165  -0.6348  -1.9130
C  -0.5173  -0.8919  4.2307
S  0.3832  -2.4073  4.2334
O  1.7319  -2.0430  4.7620
C  -0.4316  -3.2141  5.5270
H  -1.4517  -0.9201  4.7362
H  -0.6057  -0.6092  3.1951
H  0.1105  -0.1619  4.8486
H  -0.5155  -2.5594  6.3811
H  0.1528  -4.0768  5.8969
H  -1.3379  -3.5936  5.0755
C  -9.1656  -1.2837  2.0444
S  -8.2896  -0.6540  0.5587
O  -6.8153  -0.4850  0.9020
C  -8.3568  -2.1579  -0.4209
H  -10.0344  -1.8924  1.8664
H  -9.4865  -0.5209  2.7793
H  -8.4136  -1.8665  2.6337
H  -9.3675  -2.4009  -0.5797
H  -7.7293  -2.9245  0.0321
H  -8.0656  -1.8091  -1.4604
C  5.6462  -2.1035  3.0641
S  5.3091  -3.0160  4.5818
O  6.6385  -3.5392  4.9959
C  5.0270  -1.5000  5.5969
H  5.0362  -1.1950  3.0198
H  5.5681  -2.8585  2.3142
H  6.7038  -1.7617  3.1010
H  5.1734  -1.9161  6.5986
H  4.0690  -1.0509  5.3882
H  5.8322  -0.8538  5.2990
C  2.0358  1.5783  4.6414
S  3.5045  1.9221  3.6153
O  3.3433  3.0490  2.6718
C  4.6480  2.4464  4.8608
H  2.2619  0.6771  5.1438
H  1.2689  1.3091  3.9227
H  1.7050  2.3769  5.3267
H  4.3268  3.4096  5.3334
H  5.5757  2.6127  4.3508
H  4.7335  1.7223  5.6261
C  -2.4039  -5.2751  -1.1517
C  -1.0718  -5.0107  -0.4775
O  -1.3331  -5.4455  0.8977
C  -0.9827  -6.6900  1.1828
O  -0.6148  -7.5497  0.4053
C  -1.0619  -7.0472  2.6588
F  -2.2513  -6.4736  3.0193
F  -0.9823  -8.3250  2.8055
F  -0.0772  -6.5091  3.3863
H  -2.3541  -5.3696  -2.2543
H  -3.1758  -4.6293  -0.7632
H  -2.7493  -6.2794  -0.7974
H  -0.7950  -3.9492  -0.3440
H  -0.3037  -5.5799  -0.9754
C  -2.8237  4.9961  -1.5866
C  -3.1308  3.7720  -2.3520
O  -4.5736  3.6194  -2.3110
C  -5.1439  2.5550  -2.8762
O  -4.5786  1.6328  -3.4194
C  -6.6385  2.5582  -2.5939
F  -7.2079  3.7699  -2.8114
F  -7.2606  1.6699  -3.3795
F  -6.7704  2.2274  -1.2915
H  -2.9850  4.8396  -0.4987
H  -3.3494  5.9209  -1.8741
H  -1.7867  5.2344  -1.6491
H  -2.7217  2.9203  -1.8320
H  -2.8377  3.8143  -3.4192
C  -3.6050  -0.3463  -0.1154
C  -2.4607  -0.8053  -1.0376
O  -1.2166  -0.1855  -0.5949
C  -0.6502  -0.6606  0.4836
O  -1.0074  -1.6720  1.0690
C  0.6333  0.1156  0.8359
F  1.1604  -0.4338  1.9620
F  1.5242  -0.0491  -0.0871
F  0.3545  1.3789  1.0419
H  -4.5509  -0.6762  -0.5025
H  -3.5779  0.7506  -0.2227
H  -3.5627  -0.5255  0.9730
H  -2.6839  -0.5581  -2.0815
H  -2.4534  -1.9780  -1.0149
C  3.6942  6.4495  -5.1102
C  3.6757  5.4854  -3.9508
O  2.4541  4.6461  -3.8753
C  2.6516  3.6274  -3.0825
O  3.6360  3.3004  -2.4847
C  1.3618  2.8281  -2.7920
F  1.0109  3.0696  -1.5362
F  0.3562  3.1439  -3.6067
F  1.5971  1.5322  -2.8374
H  2.9258  7.2341  -5.0271
H  3.6172  6.0499  -6.1386
H  4.6786  6.9173  -5.1635
H  3.8359  6.1286  -3.0502
H  4.5204  4.7990  -3.9147

Output
Kohn-Sham gap = 8.8 eV
maximum force = 3.28 eV/A
HOMO = -8.70 eV
total energy = -216437.602 eV
total charge = 0
lowest unoccupied orbital energy = 0.09 eV